No. 1
# C19H31N6S

An isolated ion of composition C19H31N6S and charge +1 at a distorted geometry (wB97M-V/def2-TZVPD, OMol25).

```
57
Properties=species:S:1:pos:R:3:forces:R:3
C 2.548 3.359 -1.846 0.1461 0.0291 0.1822
H 2.283 2.369 -2.206 -0.0327 -0.0969 -0.1113
H 3.547 3.592 -2.205 0.0746 0.0168 -0.1230
H 1.858 4.072 -2.292 -0.0729 0.0344 -0.0847
C 2.498 3.463 -0.325 -0.2023 -0.0043 -0.1941
H 2.704 4.501 -0.058 0.0643 -0.0494 0.0785
H 3.287 2.862 0.132 0.0593 0.0468 0.0858
C 1.136 3.086 0.269 0.3276 -0.0517 0.0817
H 0.359 3.384 -0.436 -0.1066 0.0115 0.0219
H 0.983 3.644 1.193 -0.0635 -0.0277 0.0092
C 0.959 1.601 0.662 0.0357 0.5110 0.2755
C 0.785 0.709 -0.529 0.3293 -0.4931 -0.4440
N -0.379 0.366 -1.055 0.4924 0.6690 0.3444
N -0.126 -0.463 -2.066 -0.6590 -0.3145 -0.5529
N 1.112 -0.642 -2.192 1.0368 -0.6277 -0.6571
N 1.736 0.069 -1.249 -1.3458 0.8371 0.4201
C 3.159 -0.059 -1.055 0.6593 -0.2532 0.0845
C 3.467 -1.312 -0.300 -0.1477 -0.1113 0.3494
C 4.332 -2.306 -0.627 -0.1770 0.3567 0.0082
C 4.370 -3.343 0.336 -0.0177 -0.1740 0.2123
C 3.526 -3.131 1.373 -0.1517 0.2083 0.0149
S 2.668 -1.652 1.210 0.4173 -0.0894 -0.4216
H 3.344 -3.743 2.233 0.0227 -0.2038 0.1600
H 4.998 -4.210 0.251 0.1009 -0.1783 0.0089
H 4.929 -2.302 -1.520 0.0999 0.0349 -0.2202
H 3.627 -0.108 -2.041 -0.0530 0.1288 0.1332
H 3.522 0.825 -0.525 -0.1118 -0.0327 -0.1796
H 1.863 1.278 1.193 -0.0238 0.0735 -0.0580
N -0.124 1.501 1.621 0.0620 -0.1801 -0.1381
H -1.531 0.008 -0.058 -0.3411 -0.1453 0.5371
C -1.429 2.054 1.290 -0.1051 0.3224 0.1025
H -1.418 2.438 0.269 -0.0683 0.0247 0.0707
C -2.547 1.010 1.415 -0.0599 0.5546 0.0874
N -2.057 -0.262 0.852 0.0314 0.0504 -0.2413
C -1.035 -0.820 1.770 0.5683 -0.0697 0.4102
C -0.224 0.322 2.434 -0.1348 -0.2034 0.1098
H 0.774 -0.045 2.673 -0.0744 -0.0023 0.0660
H -0.700 0.614 3.375 0.0610 -0.1294 0.0214
H -1.529 -1.421 2.535 -0.0750 -0.0285 -0.0886
H -0.360 -1.465 1.206 -0.1582 0.0178 -0.0601
C -3.143 -1.214 0.491 -0.3641 -0.2878 -0.0303
C -2.609 -2.517 -0.139 0.1239 -0.0384 -0.1433
H -3.112 -3.365 0.325 0.0298 0.0016 0.0646
H -1.540 -2.656 -0.003 0.0769 -0.0710 0.1085
C -2.981 -2.444 -1.620 -0.1391 -0.0520 0.0443
H -2.243 -1.859 -2.169 0.0020 -0.0213 -0.0416
H -3.047 -3.430 -2.072 0.0722 -0.0532 -0.0595
C -4.318 -1.716 -1.590 0.1560 0.0454 -0.0292
H -4.612 -1.329 -2.561 -0.1022 0.0110 -0.0319
H -5.102 -2.383 -1.231 -0.0794 -0.0312 -0.0049
C -4.065 -0.597 -0.580 -0.2276 -0.1132 -0.0043
H -4.991 -0.208 -0.159 0.0382 0.1506 0.0219
H -3.543 0.212 -1.093 0.0296 0.1355 0.0052
H -3.693 -1.426 1.413 0.1203 0.0865 -0.0154
H -2.837 0.848 2.455 -0.0232 -0.0859 -0.0713
H -3.422 1.352 0.864 0.0318 -0.1033 0.0284
H -1.652 2.890 1.964 -0.1512 -0.0344 -0.1425
```
Positions in Å, forces in eV/Å.

Calculated values
Net charge = +1
Relative energy (zero: lowest compared OMol25 entry of this formula, charge and spin) = 3.5 kJ/mol
Highest occupied orbital energy = -11.90 eV
LUMO level = -2.01 eV

Results of the Löwdin charge analysis, in e, for atoms 1 through 5: C -0.0929; H 0.0533; H 0.0802; H 0.0821; C -0.2362



No. 2
# C6H12N2

The molecule C6H12N2 (wB97M-V/def2-TZVPD, OMol25).

```
20
Properties=species:S:1:pos:R:3:forces:R:3
C -0.604 0.691 0.102 0.1653 0.0317 -0.2931
C -1.129 1.030 -1.300 0.1306 -0.0184 0.2869
C 0.857 1.120 0.224 -0.2485 -0.0378 -0.0595
N -1.365 1.505 1.058 -0.0208 0.0166 0.1970
C -0.831 -0.787 0.364 -0.0600 0.3518 -0.0517
C 0.039 -1.771 0.559 -0.5927 -0.3243 -0.1345
C 2.214 -1.910 -0.300 0.1116 -0.0877 -0.4120
N 1.414 -1.701 0.636 0.6352 0.0694 0.6872
H -1.084 1.266 2.008 -0.1279 0.0425 -0.1501
H -2.356 1.308 0.971 -0.0145 -0.0191 0.0974
H -1.881 -1.041 0.447 -0.0462 -0.1584 -0.0555
H -0.328 -2.764 0.809 -0.0892 0.0415 -0.0168
H -0.560 0.498 -2.059 0.0162 -0.0652 -0.0607
H -1.040 2.100 -1.470 0.0020 0.1362 -0.0346
H -2.176 0.751 -1.394 -0.1401 -0.0422 -0.0488
H 0.907 2.205 0.213 -0.0419 0.1086 -0.0321
H 1.446 0.734 -0.604 0.1101 -0.0386 0.0121
H 1.278 0.757 1.158 0.1657 0.0036 0.0785
H 1.927 -2.131 -1.332 -0.1893 -0.0117 -0.0169
H 3.273 -1.857 -0.089 0.2344 0.0014 0.0071
```
Positions in Å, forces in eV/Å.

Calculated values
Net charge = 0
Relative energy (zero: lowest compared OMol25 entry of this formula, charge and spin) = 130.6 kJ/mol
Highest occupied orbital energy = -8.51 eV
LUMO level = 0.93 eV

Results of the Löwdin charge analysis, in e, for atoms 1 through 5: C -0.6374; C -0.0506; C -0.0575; N 0.0529; C -0.0644



No. 3
# C20H22ClIMgN4OSbSe

C20H22ClIMgN4OSbSe as an isolated structure at a distorted geometry (wB97M-V/def2-TZVPD, OMol25).

```
52
Properties=species:S:1:pos:R:3:forces:R:3
Mg -0.791 0.348 -0.836 0.1405 0.6041 0.0725
Cl 3.118 -3.473 -4.752 0.1004 -0.1051 -0.0766
C 1.896 -2.878 -3.687 -0.4256 -0.1300 0.1343
C 0.680 -3.521 -3.601 0.6271 0.1310 -0.1703
C -0.309 -3.051 -2.741 -0.6448 0.3183 0.4556
I -2.206 -3.957 -2.619 0.4349 0.0478 -0.1246
C -0.141 -1.915 -1.951 0.0781 -0.8501 -0.5252
O -1.031 -1.470 -1.132 -0.3638 -0.6921 0.3970
C 1.084 -1.197 -2.125 0.3067 -0.7455 -0.6295
N 1.154 0.000 -1.507 0.1719 0.5767 0.1143
C 2.244 0.725 -1.629 0.1645 0.1024 0.0400
C 3.361 0.279 -2.346 0.0723 -0.1417 -0.0992
C 3.309 -0.927 -2.999 -0.0852 0.2078 0.1103
C 2.132 -1.695 -2.949 -0.3755 0.0948 0.1600
H 0.493 -4.390 -4.211 0.0278 -0.0936 -0.0306
H 2.245 1.697 -1.143 0.0318 -0.0913 -0.0533
H 4.246 0.891 -2.402 0.0813 0.0936 0.0513
H 4.150 -1.292 -3.568 0.0912 0.0288 -0.0784
C -1.122 0.383 4.914 0.0118 -0.0327 -0.0373
C -1.021 1.192 3.637 0.0479 -0.1858 -0.6566
Sb -0.511 0.055 1.828 0.2255 -0.2679 1.3877
C 1.671 -0.059 1.991 -0.4257 -0.0003 -0.1018
C 2.259 -0.034 3.390 -0.0781 -0.0223 -0.0353
C -1.206 -1.962 2.280 0.0841 0.3973 -0.0979
C -0.229 -2.834 3.048 -0.0166 0.0809 0.0107
H -1.419 1.042 5.728 -0.0045 -0.0457 0.1216
H -0.165 -0.063 5.169 0.0518 -0.1120 0.1076
H -1.868 -0.405 4.834 -0.0119 -0.0822 0.0410
H -0.257 1.963 3.734 -0.0193 0.0641 -0.1082
H -1.972 1.684 3.423 0.0796 0.0465 -0.0617
H 2.045 0.794 1.417 -0.0711 -0.1174 -0.0633
H 1.968 -0.969 1.464 -0.0546 0.0799 -0.0831
H 1.972 0.869 3.926 -0.0028 0.0243 0.1023
H 3.347 -0.052 3.326 0.0602 -0.0021 0.0848
H 1.941 -0.898 3.966 0.0030 -0.0454 0.1284
H -1.435 -2.402 1.308 -0.0374 0.1276 0.0005
H -2.141 -1.854 2.835 0.0127 0.0698 -0.1044
H 0.727 -2.914 2.533 0.0664 -0.0293 0.0372
H -0.642 -3.838 3.142 0.0514 -0.0779 0.0594
H -0.061 -2.441 4.049 0.1065 -0.0507 0.0836
Se -3.323 0.576 -3.713 0.0495 -0.1080 0.0065
N -3.671 2.275 -3.770 -0.4348 0.8740 -0.2452
C -2.928 2.918 -2.874 0.0406 -0.9730 -0.1132
C -2.906 4.290 -2.569 0.3263 0.3855 0.3986
C -2.031 4.690 -1.586 -0.5946 0.1563 -0.6063
C -1.212 3.754 -0.924 0.2657 -0.6031 0.1958
N -1.218 2.462 -1.177 0.6726 0.5181 0.7502
C -2.055 2.055 -2.131 -1.2986 0.2028 -1.4961
N -2.128 0.773 -2.452 0.4707 0.0253 0.4866
H -3.559 4.966 -3.096 -0.0218 0.1848 -0.0096
H -1.958 5.726 -1.301 -0.0011 0.0968 0.0159
H -0.530 4.083 -0.152 0.0133 0.0657 0.0543
```
Positions in Å, forces in eV/Å.

Calculated values
Net charge = +1
Relative energy (zero: lowest compared OMol25 entry of this formula, charge and spin) = 3.3 kJ/mol
Highest occupied orbital energy = -10.01 eV
LUMO level = -4.92 eV

Results of the Löwdin charge analysis, in e, for atoms 1 through 5: Mg 0.4405; Cl 0.7190; C -0.6139; C -0.1496; C -0.6118



No. 4
# C42H59BN2P2PdSb

C42H59BN2P2PdSb as an isolated structure at a distorted geometry (wB97M-V/def2-TZVPD, OMol25).

```
108
Properties=species:S:1:pos:R:3:forces:R:3
Pd -0.571 -0.391 -0.319 -0.6360 -0.2362 -1.0093
C 1.827 -2.089 0.684 0.0853 -0.1207 -0.0811
C 2.493 -2.148 -0.698 -0.0084 0.2610 0.0326
C 3.621 -1.109 -0.727 0.0106 -0.0877 -0.0356
C 3.059 -3.560 -0.875 0.0103 0.0137 0.0214
P 1.177 -1.631 -1.953 -0.7485 -0.7226 0.7046
C 0.231 -3.213 -2.192 0.1196 0.0284 -0.0481
N -0.732 -3.309 -1.138 -0.0719 -0.2963 -0.0875
B -1.507 -2.204 -0.685 1.0602 0.0459 1.4345
N -2.344 -2.722 0.344 -0.2478 -0.3417 -0.0885
C -3.257 -1.899 1.077 0.0071 0.0545 0.2095
P -2.333 -0.351 1.546 -0.2074 -0.6197 -1.0529
C -1.879 -0.721 3.326 0.5333 0.2564 -0.1077
C -2.974 -1.380 4.167 0.0095 -0.0036 0.0045
C -0.685 -1.688 3.231 0.0033 0.0012 -0.0257
C -1.433 0.583 4.009 -0.0670 -0.0076 -0.0446
C -3.643 0.970 1.365 0.3469 0.1834 -0.0005
C -2.967 2.334 1.542 -0.1312 -0.0795 0.1320
C -4.142 0.878 -0.087 -0.0733 0.0025 0.0481
C -4.808 0.829 2.344 -0.0177 -0.0139 -0.0458
C -1.963 -4.037 0.623 -0.1862 0.0646 -0.0970
C -2.349 -4.907 1.631 -0.1215 0.0342 -0.0430
C -1.717 -6.143 1.712 -0.0096 0.0099 -0.0088
C -0.741 -6.510 0.790 -0.0184 -0.0024 -0.0253
C -0.365 -5.650 -0.235 -0.0304 0.0116 -0.1044
C -0.969 -4.404 -0.301 -0.0487 0.0556 -0.2044
C 1.885 -1.438 -3.683 -0.0775 0.6115 0.0535
C 0.686 -1.422 -4.650 0.0098 -0.0005 -0.0146
C 2.851 -2.548 -4.091 -0.0620 -0.0269 0.0329
C 2.574 -0.074 -3.795 -0.0041 -0.0931 -0.0166
H 2.576 -2.287 1.457 0.0119 -0.0071 -0.0454
H 1.035 -2.832 0.789 -0.0329 0.0494 -0.0017
H 1.417 -1.094 0.869 0.0078 0.0519 0.0548
H 4.223 -1.203 0.181 -0.0080 -0.0132 -0.0292
H 3.233 -0.088 -0.768 0.0254 0.0165 0.0296
H 4.286 -1.258 -1.580 -0.0161 0.0408 0.0041
H 3.881 -3.687 -0.165 -0.0343 -0.0020 -0.0145
H 3.455 -3.748 -1.869 0.0125 -0.0147 -0.0101
H 2.313 -4.322 -0.640 0.0345 0.0316 -0.0101
H 0.881 -4.084 -2.228 0.0590 0.0055 0.0209
H -0.286 -3.140 -3.145 0.0541 -0.1358 -0.1030
H -3.658 -2.434 1.933 -0.0213 0.0775 0.0646
H -4.093 -1.611 0.443 -0.1210 -0.0620 0.0464
H -3.192 -2.398 3.842 0.0169 0.0346 0.0443
H -3.901 -0.811 4.186 0.0087 -0.0115 0.0218
H -2.606 -1.447 5.194 -0.0119 -0.0040 -0.0211
H -0.996 -2.689 2.919 -0.0057 0.0351 -0.0144
H -0.202 -1.773 4.209 -0.0786 -0.0364 -0.0005
H 0.063 -1.345 2.514 -0.0133 0.0208 0.1154
H -2.292 1.160 4.356 0.0166 -0.0020 -0.0191
H -0.840 1.218 3.350 -0.0063 -0.0323 0.0710
H -0.817 0.345 4.879 -0.0492 -0.0003 0.0150
H -2.153 2.451 0.832 -0.0443 0.0123 0.0043
H -2.574 2.481 2.547 -0.0142 0.0173 -0.0033
H -3.692 3.128 1.344 0.0314 -0.0089 -0.0127
H -3.326 0.646 -0.778 0.0137 0.0310 -0.0532
H -4.563 1.842 -0.384 0.0018 -0.0251 0.0339
H -4.924 0.128 -0.209 0.0373 0.0174 -0.0119
H -4.504 1.065 3.364 -0.0236 -0.0123 -0.0054
H -5.244 -0.173 2.327 -0.0200 0.0389 -0.0005
H -5.590 1.539 2.063 0.0140 -0.0270 0.0085
H -3.125 -4.637 2.339 0.0346 -0.0192 -0.0077
H -1.992 -6.831 2.501 -0.0013 0.0192 -0.0233
H -0.272 -7.482 0.868 -0.0068 0.0275 -0.0041
H 0.378 -5.952 -0.964 0.0020 0.0044 0.0376
H 0.343 -2.426 -4.901 -0.0138 0.0278 0.0010
H 0.996 -0.945 -5.582 0.0033 -0.0096 0.0238
H -0.159 -0.853 -4.251 0.0110 0.0076 -0.0186
H 2.416 -3.542 -3.971 0.0494 0.0152 -0.0188
H 3.789 -2.499 -3.539 0.0004 -0.0025 0.0014
H 3.087 -2.416 -5.150 -0.0059 -0.0125 0.0233
H 1.872 0.728 -3.575 0.0097 -0.0281 -0.0352
H 2.931 0.064 -4.819 -0.0013 -0.0074 0.0253
H 3.426 0.032 -3.126 0.0035 0.0238 -0.0031
C 4.245 3.401 -3.224 -0.0065 0.0019 0.0296
C 4.428 3.004 -1.906 0.0096 -0.0572 -0.0332
C 3.334 2.645 -1.127 -0.0133 -0.0387 -0.0902
C 2.050 2.675 -1.665 -0.1233 0.0029 -0.0255
C 1.873 3.085 -2.985 0.0638 0.1649 0.0980
C 2.965 3.452 -3.759 -0.0219 -0.0257 -0.0117
Sb 0.381 2.053 -0.481 0.6975 0.7728 0.5797
C -0.861 3.752 -0.834 0.0160 -0.0654 -0.0975
C -1.092 4.716 0.145 0.0173 0.0623 -0.1165
C -1.886 5.820 -0.138 -0.0049 -0.0285 0.0075
C -2.457 5.966 -1.395 0.0086 -0.0145 0.0048
C -2.250 4.998 -2.367 -0.0320 -0.0063 0.0023
C -1.460 3.891 -2.085 -0.0071 -0.0063 0.1059
C 1.278 2.565 1.390 -0.0842 0.0796 -0.0718
C 1.413 1.564 2.346 0.0935 0.1203 -0.0299
C 2.050 1.816 3.557 0.0069 0.0104 -0.0099
C 2.547 3.083 3.823 0.0019 -0.0447 0.0053
C 2.414 4.092 2.876 -0.0243 0.0305 -0.0425
C 1.794 3.834 1.662 0.0049 -0.0442 -0.0051
H 5.098 3.677 -3.831 -0.0216 0.0028 0.0207
H 5.425 2.967 -1.483 -0.0311 0.0304 -0.0026
H 3.490 2.350 -0.096 0.0161 -0.0024 -0.0094
H 0.880 3.134 -3.418 0.0249 -0.0033 -0.0192
H 2.817 3.766 -4.785 0.0019 0.0162 0.0304
H -0.663 4.609 1.134 -0.0052 0.0149 -0.0044
H -2.062 6.565 0.628 0.0172 -0.0115 -0.0266
H -3.069 6.832 -1.615 0.0081 -0.0299 0.0076
H -2.709 5.099 -3.343 0.0210 -0.0001 0.0219
H -1.326 3.129 -2.847 -0.0189 0.0166 -0.0121
H 1.012 0.579 2.148 0.0180 -0.0472 0.0111
H 2.153 1.023 4.288 0.0014 0.0243 -0.0090
H 3.043 3.286 4.764 -0.0269 -0.0054 -0.0256
H 2.796 5.084 3.083 0.0212 -0.0296 -0.0110
H 1.721 4.622 0.921 0.0127 -0.0045 0.0167
```
Positions in Å, forces in eV/Å.

Calculated values
Net charge = +1
Highest occupied orbital energy = -10.09 eV
LUMO level = -3.18 eV

Results of the Löwdin charge analysis, in e, for atoms 1 through 5: Pd 0.2518; C -0.1169; C -0.6628; C -0.0835; C -0.0695